Entry 1:
Here is C3H5N3 as an isolated structure from the OMol25 dataset. Energies are from ωB97M-V/def2-TZVPD.

Properties
HOMO level (spin up / spin down)   -7.66 / -10.70 eV
Multiplicity   3
Orbital gap (spin up / spin down)   8.7 / 8.6 eV
DFT total energy   -7656.4942 eV
Relative energy (zero: lowest compared OMol25 entry of this formula, charge and spin)   0.817 eV
<S²>   2.010
Maximum force   6.234 eV/A

Positions of all 11 atoms, in Å:
C -1.68 0.18 0.30
C 0.65 1.21 -0.13
C -0.35 -0.30 0.56
N -2.56 0.82 -0.05
N 0.98 -1.68 -0.70
N -0.10 -1.51 -0.08
H 0.06 1.96 0.23
H 1.62 0.98 0.46
H 0.73 1.26 -1.17
H -0.30 -0.29 1.63
H 0.95 -2.63 -1.04

Computed Löwdin charges, given in elementary charges: number 1, C, carries -0.258; number 2, C, carries 0.079; number 3, C, carries -0.280; number 4, N, carries 0.153; number 5, N, carries 0.063; number 6, N, carries -0.054; number 7, H, carries 0.004; number 8, H, carries 0.088; number 9, H, carries 0.031; number 10, H, carries 0.109; number 11, H, carries 0.064

---

Entry 2:
Here is C28H28N4O2Sr as an isolated structure from the OMol25 dataset. Energies are from ωB97M-V/def2-TZVPD.

Properties
HOMO level (spin up / spin down)   -6.86 / -6.86 eV
Multiplicity   1
Orbital gap (spin up / spin down)   5.3 / 5.3 eV
DFT total energy   -40369.8912 eV
Relative energy (zero: lowest compared OMol25 entry of this formula, charge and spin)   11.091 eV
Maximum force   6.385 eV/A

Positions of all 63 atoms, in Å:
C 1.22 0.97 1.33
C -1.52 0.94 0.99
H 1.49 0.24 2.10
H 0.73 1.84 1.77
H 2.10 1.30 0.76
H -2.45 0.46 0.66
H -1.39 0.77 2.06
H -1.53 2.01 0.77
C 2.82 -1.15 -0.74
C 3.74 -1.98 -1.37
C 3.30 -2.81 -2.39
C 1.96 -2.79 -2.74
H 3.11 -0.49 0.08
H 4.78 -1.97 -1.05
H 3.99 -3.48 -2.90
H 1.59 -3.44 -3.53
N 1.53 -1.12 -1.08
C 1.08 -1.93 -2.07
C -0.36 -1.87 -2.37
N -1.10 -1.06 -1.57
C -2.42 -0.96 -1.78
C -2.33 -2.50 -3.60
C -3.08 -1.67 -2.78
H -2.96 -0.30 -1.11
H -4.15 -1.56 -2.90
C -0.96 -2.60 -3.40
H -0.36 -3.24 -4.03
H -2.81 -3.07 -4.39
Sr 0.00 0.00 0.00
C 0.16 1.69 -1.19
H -0.84 1.90 -1.60
H 0.86 1.46 -1.99
H 0.51 2.54 -0.60
O 1.54 -2.06 2.62
C 0.53 -1.68 3.21
N 0.56 -1.30 4.51
C -0.70 -0.69 4.89
C -1.45 -0.95 3.59
O -2.59 -0.57 3.40
N -0.62 -1.39 2.57
C -1.18 -1.25 6.23
C -2.38 -1.97 6.39
C -2.82 -2.34 7.67
C -2.07 -2.00 8.80
C -0.88 -1.29 8.66
C -0.44 -0.92 7.39
C -0.68 0.86 5.03
C -1.79 1.52 5.62
C -1.84 2.91 5.74
C -0.78 3.69 5.25
C 0.33 3.06 4.68
C 0.39 1.66 4.58
H 1.40 -1.32 5.11
H -2.99 -2.22 5.53
H -3.74 -2.89 7.79
H -2.42 -2.28 9.79
H -0.31 -1.01 9.54
H 0.47 -0.34 7.31
H -2.64 0.96 5.99
H -2.69 3.40 6.19
H -0.83 4.77 5.33
H 1.14 3.67 4.30
H 1.26 1.22 4.13

Computed Löwdin charges, given in elementary charges: number 1, C, carries -0.288; number 2, C, carries -0.225; number 3, H, carries 0.011; number 4, H, carries 0.035; number 5, H, carries 0.034; number 6, H, carries 0.034; number 7, H, carries 0.014; number 8, H, carries 0.057; number 9, C, carries -0.079; number 10, C, carries -0.021; number 11, C, carries -0.032; number 12, C, carries 0.008; number 13, H, carries 0.110; number 14, H, carries 0.115; number 15, H, carries 0.116; number 16, H, carries 0.106; number 17, N, carries -0.060; number 18, C, carries -0.184; number 19, C, carries -0.181; number 20, N, carries -0.060; number 21, C, carries -0.086; number 22, C, carries -0.033; number 23, C, carries -0.027; number 24, H, carries 0.106; number 25, H, carries 0.114; number 26, C, carries 0.008; number 27, H, carries 0.107; number 28, H, carries 0.116; number 29, Sr, carries 1.351; number 30, C, carries -0.380; number 31, H, carries -0.001; number 32, H, carries -0.005; number 33, H, carries 0.004; number 34, O, carries -0.014; number 35, C, carries -0.660; number 36, N, carries 0.147; number 37, C, carries -0.280; number 38, C, carries -0.465; number 39, O, carries 0.031; number 40, N, carries 0.143; number 41, C, carries -0.139; number 42, C, carries -0.013; number 43, C, carries -0.076; number 44, C, carries -0.099; number 45, C, carries -0.085; number 46, C, carries -0.032; number 47, C, carries -0.118; number 48, C, carries -0.010; number 49, C, carries -0.078; number 50, C, carries -0.100; number 51, C, carries -0.083; number 52, C, carries -0.035; number 53, H, carries 0.169; number 54, H, carries 0.108; number 55, H, carries 0.096; number 56, H, carries 0.096; number 57, H, carries 0.099; number 58, H, carries 0.114; number 59, H, carries 0.118; number 60, H, carries 0.101; number 61, H, carries 0.096; number 62, H, carries 0.097; number 63, H, carries 0.091

---

Entry 3:
Here is C10H12N3O as an isolated structure from the OMol25 dataset. Energies are from ωB97M-V/def2-TZVPD.

Properties
HOMO level (spin up / spin down)   -11.23 / -12.93 eV
Charge   +1
Multiplicity   3
Orbital gap (spin up / spin down)   5.3 / 5.2 eV
DFT total energy   -17065.1034 eV
Relative energy (zero: lowest compared OMol25 entry of this formula, charge and spin)   5.067 eV
<S²>   2.018
Maximum force   4.870 eV/A

Positions of all 26 atoms, in Å:
C 0.00 -1.87 0.28
C 1.05 1.54 -0.06
C -2.42 2.21 -0.47
C 0.69 -0.85 -0.22
C 0.28 0.54 0.05
C -1.42 -1.63 0.76
C -2.06 0.88 -1.00
C 1.97 -0.87 -1.01
C -1.55 -0.22 1.36
C -1.24 0.83 0.31
N -1.56 2.26 0.48
N 3.14 -0.66 -0.18
N 3.58 0.56 -0.05
O 4.46 0.90 0.71
H 0.33 -2.84 0.15
H 1.75 2.26 0.26
H -3.10 2.90 -0.84
H -2.21 -1.62 0.04
H -1.58 -2.27 1.61
H -2.78 0.18 -1.18
H -1.63 0.78 -2.01
H 2.23 -1.75 -1.44
H 2.10 -0.15 -1.83
H -2.61 0.12 1.65
H -0.94 0.04 2.13
H 3.52 -1.29 0.48

Computed Löwdin charges, given in elementary charges: number 1, C, carries 0.043; number 2, C, carries 0.243; number 3, C, carries -0.061; number 4, C, carries -0.156; number 5, C, carries -0.227; number 6, C, carries -0.105; number 7, C, carries -0.072; number 8, C, carries -0.079; number 9, C, carries -0.106; number 10, C, carries -0.412; number 11, N, carries 0.158; number 12, N, carries 0.098; number 13, N, carries 0.030; number 14, O, carries 0.231; number 15, H, carries 0.101; number 16, H, carries 0.071; number 17, H, carries 0.099; number 18, H, carries 0.118; number 19, H, carries 0.114; number 20, H, carries 0.069; number 21, H, carries 0.141; number 22, H, carries 0.106; number 23, H, carries 0.159; number 24, H, carries 0.165; number 25, H, carries 0.095; number 26, H, carries 0.177

---

What is the maximum force in the second record?
6.385 eV/A

---

Which formula does entry 1 have?
C3H5N3

---

Among the records above, which one has the highest relative energy (zero: lowest compared OMol25 entry of this formula, charge and spin)?
C28H28N4O2Sr